# 1
# C3H4O3Pr

A molecular structure, C3H4O3Pr (wB97M-V/def2-TZVPD, OMol25).

```
11
C3H4O3Pr | OMol25 | wB97M-V/def2-TZVPD
C 0.5686 -0.4503 0.1665
O -1.7614 -0.4502 -0.4488
C -1.8425 0.8923 0.0294
C -0.6643 -1.1352 -0.0011
O -0.7094 1.2414 0.4969
O -2.9542 1.3179 0.2589
H 0.9026 -0.5149 1.2148
H 0.4019 -1.5271 -0.8308
H -0.8371 -1.6274 0.9635
H 4.3965 1.4269 -0.9136
Pr 2.4993 0.8265 -0.9357
```

Computed properties:
- M (g/mol) = 229.0
- total energy (hartree) = -858.8586
- HOMO-LUMO gap (spin up / spin down) (Eh) = 0.2179 / 0.2332
- spin multiplicity = 3
- total charge = +1
- energy relative to the best compared isomer or geometry (same formula, charge and spin) (kJ/mol) = 753.31
- F_max (eV/Å) = 3.37


# 2
# C3H4O3S

C3H4O3S in the gas phase (wB97M-V/def2-TZVPD, OMol25).

```
11
C3H4O3S | OMol25 | wB97M-V/def2-TZVPD
C 2.4252 1.0247 -0.0060
C 0.1990 0.5348 0.5203
C 0.2593 -0.5114 -0.5764
O 3.4813 1.5090 -0.1973
O 1.8674 -2.0096 0.9260
O 1.2831 1.4652 0.3929
S 1.9030 -1.3682 -0.3923
H -0.7110 1.1358 0.4898
H 0.2804 0.0437 1.4968
H -0.5534 -1.2271 -0.4758
H 0.2644 -0.0582 -1.5640
```

Computed properties:
- M (g/mol) = 120.1
- total energy (hartree) = -740.5450
- HOMO-LUMO gap (spin up / spin down) (Eh) = 0.3038 / 0.3038
- spin multiplicity = 1
- total charge = 0
- energy relative to the best compared isomer or geometry (same formula, charge and spin) (kJ/mol) = 300.90
- F_max (eV/Å) = 3.26


# 3
# C3H4O3S

C3H4O3S in the gas phase (wB97M-V/def2-TZVPD, OMol25).

```
11
C3H4O3S | OMol25 | wB97M-V/def2-TZVPD
O -1.9904 -1.4753 0.3782
C -1.8569 -0.6083 -0.4411
O -0.9001 0.3199 -0.5099
C -0.1071 0.6236 0.6300
O 1.1163 1.0485 0.1238
C 1.9722 0.1261 -0.3397
S 2.0345 -1.4442 0.0116
H -2.4507 -0.5263 -1.3903
H 0.0429 -0.1952 1.3567
H -0.5693 1.4683 1.1474
H 2.7087 0.6630 -0.9667
```

Computed properties:
- M (g/mol) = 120.1
- total energy (hartree) = -740.5890
- HOMO-LUMO gap (Eh) = 0.3468
- SMILES = O=COCOC=S
- spin multiplicity = 1
- total charge = 0
- energy relative to the best compared isomer or geometry (same formula, charge and spin) (kJ/mol) = 185.23
- F_max (eV/Å) = 1.62


# 4
# C3H4O3S

C3H4O3S in the gas phase (wB97M-V/def2-TZVPD, OMol25).

```
11
C3H4O3S | OMol25 | wB97M-V/def2-TZVPD
O 2.7952 0.1199 0.1891
C 1.6115 0.0538 0.0541
O 0.7756 1.1130 0.2099
C -0.4424 1.0779 -0.4861
O -1.3661 0.1937 0.0800
C -0.8431 -1.0579 0.4637
S 0.7444 -1.4755 -0.3576
H -0.2513 0.8144 -1.5158
H -0.7951 2.1330 -0.3872
H -0.6801 -1.1198 1.5108
H -1.5486 -1.8526 0.2392
```

Computed properties:
- M (g/mol) = 120.1
- total energy (hartree) = -740.6041
- HOMO-LUMO gap (Eh) = 0.3883
- SMILES = O=C1OCOCS1
- spin multiplicity = 1
- total charge = 0
- energy relative to the best compared isomer or geometry (same formula, charge and spin) (kJ/mol) = 145.81
- F_max (eV/Å) = 1.15


# 5
# C3H4O3S2

C3H4O3S2 in the gas phase (wB97M-V/def2-TZVPD, OMol25).

```
12
C3H4O3S2 | OMol25 | wB97M-V/def2-TZVPD
O 1.7833 0.7757 -0.8873
C 1.2759 -0.1268 -0.2595
S 2.0108 -1.6304 -0.1874
C -0.1339 0.2560 0.5626
O -0.2364 1.6557 0.4133
C -1.2151 -0.4295 -0.1770
O -1.8560 0.3953 -0.9182
S -1.5763 -1.9944 -0.1886
H 1.0991 -2.2171 0.7125
H -0.0033 0.0129 1.6534
H 0.4072 1.9680 -0.2192
H -1.5554 1.3347 -0.5045
```

Computed properties:
- M (g/mol) = 152.2
- total energy (hartree) = -1138.7802
- HOMO-LUMO gap (Eh) = 0.3285
- SMILES = O=C(S)[C@@H](O)C(O)=S
- spin multiplicity = 1
- total charge = 0
- energy relative to the best compared isomer or geometry (same formula, charge and spin) (kJ/mol) = 53.36
- F_max (eV/Å) = 3.61


# 6
# C3H4O3Tb

A molecular structure, C3H4O3Tb (wB97M-V/def2-TZVPD, OMol25).

```
11
C3H4O3Tb | OMol25 | wB97M-V/def2-TZVPD
H -4.4764 0.0839 -0.5109
Tb -2.5824 0.3335 -0.4152
O 1.9950 0.2914 -0.1304
C 1.3789 1.2205 0.5722
C 0.8348 -0.7698 -0.5304
O 1.1995 2.3569 0.1557
O 0.3789 0.6299 1.2525
C -0.2144 -0.4379 0.4589
H 0.6940 -0.6662 -1.6135
H 1.2343 -1.7773 -0.3871
H -0.4421 -1.2650 1.1481
```

Computed properties:
- M (g/mol) = 247.0
- total energy (hartree) = -1166.3740
- HOMO-LUMO gap (spin up / spin down) (Eh) = 0.2143 / 0.2738
- spin multiplicity = 7
- total charge = +1
- energy relative to the best compared isomer or geometry (same formula, charge and spin) (kJ/mol) = 500.00
- F_max (eV/Å) = 6.33


# 7
# C3H4O3Tl

A molecular structure, C3H4O3Tl (wB97M-V/def2-TZVPD, OMol25).

```
11
C3H4O3Tl | OMol25 | wB97M-V/def2-TZVPD
C -1.6124 0.7639 -0.1457
C -0.3469 0.2524 0.3409
O 0.9048 0.4316 -0.3499
C 2.0051 0.2853 0.2097
O 2.9434 -0.3604 -0.2836
H -2.2990 1.2999 0.5138
H -0.1057 0.0232 1.3839
H 3.7197 -0.4894 0.2973
H -0.9988 1.0537 -1.1453
Tl -2.6718 -2.6413 -0.8434
O -1.5385 -0.6190 0.0223
```

Computed properties:
- M (g/mol) = 292.4
- total energy (hartree) = -514.0607
- HOMO-LUMO gap (spin up / spin down) (Eh) = 0.3677 / 0.3019
- spin multiplicity = 2
- total charge = +2
- energy relative to the best compared isomer or geometry (same formula, charge and spin) (kJ/mol) = 284.84
- F_max (eV/Å) = 5.06


# 8
# C3H4O3Zn

A molecular structure, C3H4O3Zn (wB97M-V/def2-TZVPD, OMol25).

```
11
C3H4O3Zn | OMol25 | wB97M-V/def2-TZVPD
O -0.3080 -0.1539 0.5178
Zn -4.1101 -0.5720 0.0510
O -2.4754 -0.7944 0.3617
C -1.3868 -1.1079 -0.1270
O -0.9600 -1.8797 -0.9163
C 0.7539 0.0309 -0.1135
C 1.6690 1.1065 0.2424
H 1.0314 -0.7015 -0.8863
H 2.6504 0.6473 0.4466
H 1.8196 1.7191 -0.6620
H 1.3161 1.7056 1.0855
```

Computed properties:
- M (g/mol) = 153.5
- total energy (hartree) = -2120.9603
- HOMO-LUMO gap (Eh) = 0.2579
- spin multiplicity = 1
- total charge = +2
- energy relative to the best compared isomer or geometry (same formula, charge and spin) (kJ/mol) = 208.32
- F_max (eV/Å) = 5.51


# 9
# C3H4O4Pr

A molecular structure, C3H4O4Pr (wB97M-V/def2-TZVPD, OMol25).

```
12
C3H4O4Pr | OMol25 | wB97M-V/def2-TZVPD
O 0.1723 0.1569 -2.3977
O -1.3457 0.9175 -0.0846
C -0.8233 0.6554 1.1596
C 0.6663 0.3005 1.0369
O 1.0218 0.4150 -0.3453
C 0.1930 -0.2699 -1.1811
H -0.9196 1.5164 1.8605
H -1.2922 -0.2550 1.6075
H 0.8274 -0.7492 1.3307
H 1.2968 0.9882 1.6184
O 0.1363 -1.5541 -1.0150
Pr 0.0669 -2.1218 -3.5900
```

Computed properties:
- M (g/mol) = 245.0
- total energy (hartree) = -934.5264
- HOMO-LUMO gap (spin up / spin down) (Eh) = 0.1323 / 0.1300
- spin multiplicity = 4
- total charge = 0
- F_max (eV/Å) = 4.43


# 10
# C3H4O4Tb

A molecular structure, C3H4O4Tb (wB97M-V/def2-TZVPD, OMol25).

```
12
C3H4O4Tb | OMol25 | wB97M-V/def2-TZVPD
Tb 1.0194 -0.7744 3.8312
O 0.2997 0.8148 2.2659
O 1.5562 0.4488 -0.8397
C 0.3943 0.5196 -1.5483
C -0.7482 -0.2268 -0.8583
O -0.9082 0.3003 0.4775
C -0.0338 -0.0597 1.3892
H 0.0322 1.5707 -1.6912
H 0.4471 0.0583 -2.5690
H -0.5148 -1.2956 -0.7717
H -1.7107 -0.0619 -1.3612
O 0.1668 -1.2941 1.6757
```

Computed properties:
- M (g/mol) = 263.0
- total energy (hartree) = -1241.8088
- HOMO-LUMO gap (spin up / spin down) (Eh) = 0.3032 / 0.3054
- spin multiplicity = 7
- total charge = +1
- energy relative to the best compared isomer or geometry (same formula, charge and spin) (kJ/mol) = 9.73
- F_max (eV/Å) = 2.79